DFT (ωB97M-V/def2-TZVPD) results for a single C6H6BrClO molecule.

**Energy relative to the best compared isomer or geometry (same formula, charge and spin)**: 1.284 eV
**Structure (SMILES)**: O/C(Br)=C/C=C\C=C\Cl
**Strongest force on any atom**: 3.204 eV/Å
**Frontier orbital gap**: 8.846 eV
**HOMO level**: -8.6 eV

The geometry in XYZ format:
```
15
Properties=species:S:1:pos:R:3:lowdin_charge:R:1
O 1.54 0.58 2.10 -0.015
C 0.80 0.90 0.98 -0.736
Br 2.03 1.04 -0.53 0.803
C -0.48 1.13 0.91 -0.172
C -1.26 1.13 -0.37 -0.105
C -1.15 0.11 -1.31 -0.112
C -0.18 -0.99 -1.26 -0.268
C 0.14 -1.54 -0.10 -0.561
Cl 1.26 -2.96 -0.07 0.524
H 2.32 0.15 1.86 0.046
H -1.21 1.00 1.80 0.160
H -2.06 1.95 -0.52 0.128
H -1.65 0.11 -2.21 0.075
H 0.19 -1.37 -2.22 0.111
H -0.30 -1.25 0.94 0.123
```

DFT (ωB97M-V/def2-TZVPD) results for 2 unconnected molecules or ions with the total composition C6H6BrF3N2O3S.

**Strongest force on any atom**: 0.533 eV/Å
**Frontier orbital gap**: 4.775 eV
**HOMO level**: -7.8 eV

The geometry in XYZ format:
```
22
Properties=species:S:1:pos:R:3:lowdin_charge:R:1
C 3.30 1.56 -0.34 -0.029
C 1.82 1.63 -0.38 -0.222
C 1.07 0.43 -0.40 -0.007
N -0.23 0.35 -0.44 0.155
N -0.86 1.50 -0.48 0.089
C -0.30 2.70 -0.46 -0.045
C 1.08 2.80 -0.40 -0.604
Br 1.86 4.49 -0.34 0.903
H 3.73 2.46 -0.76 0.060
H 3.66 1.41 0.68 0.114
H 3.64 0.72 -0.95 0.101
H 1.59 -0.52 -0.38 0.152
H -1.87 1.42 -0.51 0.197
H -0.95 3.56 -0.50 0.143
C -1.99 -2.26 0.64 -0.658
F -2.14 -1.79 -0.62 0.067
F -0.69 -2.04 0.97 0.063
F -2.71 -1.45 1.44 0.085
S -2.45 -4.04 0.79 0.420
O -1.53 -4.64 -0.15 -0.332
O -3.84 -4.00 0.40 -0.325
O -2.19 -4.29 2.19 -0.326
```

DFT (ωB97M-V/def2-TZVPD) results for 2 unconnected molecules or ions with the total composition C6H6BrN3O3.

**Strongest force on any atom**: 4.532 eV/Å
**Frontier orbital gap (alpha / beta)**: 6.203 / 7.279 eV
**HOMO level (alpha / beta)**: -6.9 / -9.4 eV
**Multiplicity**: 3
**<S²>**: 2.079

The geometry in XYZ format:
```
19
Properties=species:S:1:pos:R:3:lowdin_charge:R:1
C 2.17 0.82 -1.67 0.005
C 2.92 1.87 -2.23 0.039
C 2.52 0.87 -0.30 -0.439
C 3.66 2.48 -1.22 -0.225
C 2.10 0.00 0.76 -0.405
C -1.90 -0.78 1.09 -0.078
N 0.14 -0.35 0.02 0.110
N -0.60 -0.25 0.98 -0.267
N 4.68 3.45 -1.28 -0.317
O 5.12 3.74 -2.42 0.059
O 5.05 4.02 -0.26 0.098
O 3.38 1.90 -0.08 0.061
Br 1.90 1.03 2.32 0.773
H 1.34 0.10 -2.09 0.150
H 2.96 2.19 -3.22 0.100
H -1.70 -1.98 1.16 0.148
H -2.38 -0.41 1.97 0.071
H -2.57 -0.56 0.28 0.070
H -0.26 0.21 1.87 0.046
```

DFT (ωB97M-V/def2-TZVPD) results for a single C6H6BrNO molecule.

**Energy relative to the best compared isomer or geometry (same formula, charge and spin)**: 0.000 eV
**Strongest force on any atom**: 6.833 eV/Å
**Frontier orbital gap (alpha / beta)**: 7.066 / 4.632 eV
**HOMO level (alpha / beta)**: -6.4 / -8.5 eV
**Multiplicity**: 3
**<S²>**: 2.011

The geometry in XYZ format:
```
15
Properties=species:S:1:pos:R:3:lowdin_charge:R:1
C -0.23 -0.48 2.13 -0.136
C -0.34 0.88 1.95 -0.096
C -0.29 -1.13 0.91 -0.086
C -0.46 1.09 0.59 -0.087
C 0.98 0.29 -1.98 -0.862
C -0.31 -0.29 -1.47 -0.186
N -0.41 -0.13 -0.05 -0.135
O 1.88 0.77 -1.36 0.124
Br 1.21 -0.19 -3.87 0.734
H -0.07 -0.99 3.16 0.132
H -0.38 1.47 2.84 0.092
H 0.12 -2.15 0.82 0.129
H -0.28 1.99 -0.07 0.148
H -1.12 0.20 -1.99 0.122
H -0.29 -1.34 -1.61 0.106
```